[1]
{"formula": "C2H4S3", "method": "ωB97M-V with the def2-TZVPD basis set", "symbols": ["C", "C", "S", "S", "S", "H", "H", "H", "H"], "coordinates": [[-0.197169, -0.574255, 0.312474], [1.211743, 0.230567, 0.107352], [1.061597, 2.016667, 0.354975], [2.238086, -0.361303, -1.215598], [2.702082, -0.575797, 0.791890], [0.115819, -1.609094, 0.437667], [-0.896245, -0.338299, -0.602999], [-0.474575, -0.096711, 1.243287], [1.191579, 2.419271, -0.990471]], "forces_ev_per_angstrom": [[1.9809, 2.0770, -1.5799], [-1.4908, -1.0126, -0.2852], [0.2021, 0.3804, -1.4308], [0.2249, -0.0033, -0.2430], [-0.4508, 0.1916, -0.0166], [-0.5736, -0.0563, -0.1422], [1.3090, -0.5799, 2.0651], [-1.0483, -0.4272, 0.1369], [-0.1534, -0.5696, 1.4958]], "spin_multiplicity": 1, "smiles": "CC1(S)SS1", "e_lumo_ev": -0.14, "energy_ev": -34643.387, "orbital_gap_ev": 8.4, "de_lowest_ev": 0.8391}



[2]
{"formula": "C13H24N2RuS4", "method": "ωB97M-V with the def2-TZVPD basis set", "symbols": ["Ru", "C", "C", "S", "C", "C", "S", "C", "C", "S", "C", "C", "S", "H", "H", "H", "H", "H", "H", "H", "H", "H", "H", "H", "H", "H", "H", "H", "H", "C", "C", "C", "C", "N", "N", "C", "H", "H", "H", "H", "H", "H", "H", "H"], "coordinates": [[-0.078578, -0.136623, 0.722674], [2.609271, 0.011964, 1.735210], [2.106081, -0.931067, 2.844496], [0.267894, -0.875760, 2.863483], [-0.599116, -2.512668, 2.533256], [-1.559347, -2.420204, 1.301861], [-2.215977, -0.697448, 1.429005], [-3.008747, 0.289637, 0.089742], [-2.416501, 1.745118, 0.225102], [-0.988651, 1.789355, 1.428211], [0.349500, 3.009716, 1.227331], [1.314002, 2.613887, 2.384050], [2.884283, 1.784839, 1.985947], [2.060584, -0.230446, 0.798120], [3.623601, -0.309660, 1.476019], [2.422050, -0.623799, 3.840759], [2.430384, -1.957311, 2.668463], [-1.153012, -2.735412, 3.443298], [0.130042, -3.305505, 2.364577], [-2.354797, -3.165098, 1.354674], [-1.013653, -2.532396, 0.360742], [-4.084217, 0.281762, 0.260760], [-2.780939, -0.136790, -0.884653], [-3.166799, 2.420932, 0.632530], [-2.096329, 2.110698, -0.748136], [-0.070199, 4.006071, 1.368711], [0.790181, 2.939870, 0.240809], [0.786750, 2.075741, 3.175904], [1.648935, 3.536994, 2.861090], [-1.362754, -1.357768, -4.536619], [-0.538129, -0.811959, -3.433962], [0.673868, -0.121642, -3.458302], [1.032241, 0.111875, -2.150009], [0.055551, -0.367300, -1.304540], [-0.893661, -0.914342, -2.144970], [2.304597, 0.709917, -1.667205], [-0.725863, -1.637391, -5.373370], [-2.055570, -0.589919, -4.890117], [-1.941662, -2.226712, -4.225400], [1.239119, 0.141995, -4.337298], [-1.584329, -1.560356, -1.794276], [2.816366, 1.196286, -2.494994], [2.972766, -0.067637, -1.290356], [2.170745, 1.448544, -0.882596]], "forces_ev_per_angstrom": [[0.2714, 0.2895, 0.2575], [-0.1066, -0.1197, 0.1532], [0.0294, 0.0302, -0.0112], [-0.1670, -0.1719, 0.1293], [-0.1091, 0.0161, -0.1094], [-0.1146, -0.1523, -0.0560], [0.5132, 0.1956, -0.2661], [-0.0147, -0.0663, -0.0543], [-0.0821, -0.0945, 0.0067], [-0.1482, -0.1146, -0.1649], [0.0333, -0.1004, 0.0871], [-0.0087, -0.0255, -0.0262], [-0.1291, 0.0139, 0.0002], [0.0120, 0.1263, -0.3108], [0.0068, -0.0024, 0.0107], [0.0346, -0.0183, -0.0040], [-0.0050, 0.0058, -0.0099], [0.0323, 0.0272, 0.0211], [0.0526, 0.0577, -0.0102], [0.0429, -0.0060, 0.1090], [-0.0813, -0.1541, 0.0372], [0.0050, 0.0590, -0.0230], [-0.0996, 0.1731, 0.1182], [0.0273, 0.0354, 0.0276], [0.0562, -0.0291, -0.0117], [-0.0760, -0.0327, 0.0814], [0.0960, 0.0241, -0.1575], [-0.0052, 0.0687, 0.0422], [0.0713, 0.0039, -0.0505], [0.0168, 0.0025, -0.0100], [-0.0592, -0.0187, 0.0344], [0.0380, -0.0345, 0.0254], [-0.0183, -0.0859, -0.0151], [-0.1924, -0.0310, 0.2027], [0.1007, -0.0427, -0.0488], [0.0318, -0.0209, -0.0869], [-0.0079, -0.0035, -0.0035], [0.0096, 0.0017, -0.0154], [-0.0045, 0.0050, 0.0067], [-0.0068, 0.0050, 0.0014], [0.0351, 0.0370, -0.0202], [-0.0128, 0.0226, 0.0157], [-0.0060, -0.0284, -0.0591], [-0.0614, 0.1531, 0.1568]], "total_charge": 3, "spin_multiplicity": 2, "e_lumo_ev": [-11.81, -12.52], "energy_ev": -62743.094, "orbital_gap_ev": [6.6, 5.9], "de_lowest_ev": 4.5318}



[3]
{"formula": "C2H4BrP", "method": "ωB97M-V with the def2-TZVPD basis set", "symbols": ["Br", "P", "C", "C", "H", "H", "H", "H"], "coordinates": [[2.929607, 0.151575, -1.538378], [1.892643, -1.019169, 0.037471], [0.541097, 0.335647, 0.526256], [-0.209002, -0.463676, -0.521725], [0.831650, 1.427023, 0.417700], [0.367848, -0.154415, 1.597834], [-0.984396, -1.216864, -0.408332], [-0.017453, -0.357185, -1.560064]], "forces_ev_per_angstrom": [[0.1378, 0.0159, -0.3467], [-2.8908, 1.3406, -0.2588], [0.1723, -2.3631, 1.0464], [2.9596, -0.4982, 1.1212], [-0.5447, -1.6268, 0.2832], [-0.1926, 1.9611, -2.0371], [0.2228, 0.1776, 0.9512], [0.1356, 0.9929, -0.7594]], "spin_multiplicity": 1, "smiles": "BrP1CC1", "e_lumo_ev": 0.42, "energy_ev": -81468.535, "orbital_gap_ev": 8.9, "de_lowest_ev": 1.1167}



[4]
{"formula": "C19H28BBaF4O2", "method": "ωB97M-V with the def2-TZVPD basis set", "symbols": ["O", "C", "C", "H", "H", "C", "H", "H", "C", "H", "H", "H", "C", "H", "H", "H", "Ba", "C", "C", "C", "H", "C", "C", "H", "H", "H", "H", "C", "C", "C", "H", "C", "C", "H", "H", "H", "H", "O", "C", "C", "H", "H", "C", "H", "H", "C", "H", "H", "H", "H", "F", "B", "F", "F", "F"], "coordinates": [[-0.435563, 0.107262, -2.580973], [0.722775, -0.083026, -3.473324], [0.285123, 1.077125, -4.368190], [0.657844, -1.069026, -3.943957], [1.703219, 0.064149, -2.984365], [-0.992649, 1.139770, -3.498008], [0.121623, 0.755460, -5.390045], [0.882494, 1.998337, -4.322830], [-2.225729, 0.523519, -4.151489], [-1.973003, -0.453145, -4.599484], [-2.662650, 1.177309, -4.925861], [-2.998603, 0.293917, -3.400822], [-1.187628, 2.447457, -2.749955], [-0.213635, 2.842256, -2.431218], [-1.789389, 2.292189, -1.838109], [-1.687318, 3.217438, -3.369521], [0.539893, -0.820938, -0.117623], [1.445825, 2.043556, 1.120717], [2.598574, 1.212209, 1.157131], [3.113778, 1.129258, -0.169921], [3.008115, 0.744336, 2.055520], [2.267387, 1.890016, -1.024038], [1.221577, 2.442008, -0.228910], [0.434058, 3.109829, -0.564553], [0.856831, 2.379682, 1.970664], [4.034798, 0.624701, -0.456604], [2.435601, 2.081398, -2.094446], [-2.329245, -0.874482, 1.472579], [-2.372559, 0.426081, 0.890899], [-2.616264, 0.267896, -0.508027], [-2.260758, 1.379232, 1.409030], [-2.643436, -1.130416, -0.797000], [-2.470584, -1.831073, 0.431724], [-2.468745, -2.919861, 0.562020], [-2.238872, -1.093198, 2.542616], [-2.861697, 1.068143, -1.205126], [-2.841523, -1.579425, -1.776774], [0.490472, -1.547160, -6.382780], [0.101463, -0.660852, -7.476000], [0.543097, -1.225022, -8.838145], [0.604319, 0.312130, -7.351757], [-0.977821, -0.465519, -7.450480], [1.531633, -2.334437, -8.477617], [1.016117, -0.446049, -9.433616], [-0.315002, -1.604379, -9.399062], [1.386044, -2.537888, -6.942973], [2.548015, -2.009919, -8.706277], [1.322692, -3.234829, -9.038159], [2.362346, -2.400784, -6.454082], [1.036622, -3.554118, -6.717278], [1.144750, -1.984953, 2.150301], [0.749107, -1.009260, 3.212267], [-0.158282, -1.563694, 4.111526], [1.905058, -0.536696, 3.832732], [0.137106, 0.073088, 2.434075]], "forces_ev_per_angstrom": [[1.1465, 0.1996, -0.7287], [-0.1796, 0.2609, 0.2700], [-0.2214, -0.1008, 0.0007], [0.0954, 0.1806, -0.0505], [-0.4823, -0.1079, 0.1227], [0.0834, -0.4116, 0.3139], [-0.0445, 0.2680, -0.0850], [-0.0509, -0.4239, 0.0288], [-0.3288, -0.1237, 0.0764], [0.1025, 0.4310, 0.0067], [0.2177, -0.1571, 0.2568], [0.2559, 0.3076, -0.1268], [-0.2674, 0.3198, 0.1068], [-0.3020, -0.1795, -0.1779], [0.3923, 0.1419, -0.5645], [0.1957, -0.4246, 0.0806], [-1.1376, 1.7982, 0.6515], [0.3294, 0.0664, -0.7481], [-0.2362, 0.2926, -0.2810], [-0.3311, -0.0487, 0.1625], [-0.1266, 0.1807, -0.3979], [-0.1745, -0.1259, -0.0592], [0.6276, -0.3695, 0.4627], [0.1879, -0.1547, 0.1436], [0.1068, -0.3382, -0.2323], [-0.1662, 0.0876, -0.0043], [-0.1025, -0.1253, 0.5278], [0.0874, 0.1906, -0.2401], [-0.3355, -0.6695, -0.5176], [0.0893, -0.6912, 0.5352], [-0.0827, -0.3543, -0.0852], [-0.1112, 0.3249, 0.1536], [0.1136, 0.1603, 0.0178], [-0.0824, 0.4499, -0.0611], [0.1954, 0.0917, -0.6005], [0.1672, -0.4329, 0.2977], [0.1194, 0.1561, 0.4063], [-0.0616, -0.1543, -2.1689], [0.1802, 0.6093, 0.1998], [-0.3760, -0.2120, 0.4953], [-0.1111, -0.2678, 0.2566], [0.1940, -0.2329, 0.2579], [0.1041, 0.3900, 0.5613], [-0.0749, -0.0030, -0.0258], [0.1173, -0.0351, 0.0771], [0.3828, 0.0482, 0.1329], [-0.0276, -0.1415, -0.0133], [0.0482, -0.2859, -0.0110], [-0.2187, -0.1374, -0.0842], [-0.1600, 0.3244, 0.1181], [-0.2126, 0.2076, 0.7641], [-0.1683, 0.7978, -0.5498], [0.5789, 0.1253, -0.6410], [-0.4901, -0.4101, -0.1581], [0.5455, -1.2919, 1.1276]], "total_charge": -1, "spin_multiplicity": 1, "e_lumo_ev": 1.88, "energy_ev": -36499.602, "orbital_gap_ev": 5.7}



[5]
{"formula": "BrCl3Si", "method": "ωB97M-V with the def2-TZVPD basis set", "symbols": ["Cl", "Si", "Cl", "Cl", "Br"], "coordinates": [[0.689929, -1.840609, -0.515653], [0.065134, 0.000000, 0.000000], [0.689930, 0.473735, 1.851840], [0.689931, 1.366874, -1.336187], [-2.134926, 0.000001, 0.000000]], "forces_ev_per_angstrom": [[0.2090, -0.2049, -0.0569], [-0.7011, 0.0002, -0.0007], [0.2089, 0.0527, 0.2060], [0.2091, 0.1520, -0.1485], [0.0741, -0.0001, 0.0001]], "spin_multiplicity": 1, "smiles": "Cl[Si](Cl)(Cl)Br", "e_lumo_ev": 0.32, "energy_ev": -115493.118, "orbital_gap_ev": 11.5, "de_lowest_ev": 0.0000}



[6]
{"formula": "C2H3NS", "method": "ωB97M-V with the def2-TZVPD basis set", "symbols": ["C", "C", "N", "S", "H", "H", "H"], "coordinates": [[-0.445601, -0.819303, 0.407112], [0.798015, 0.030825, -0.919644], [-0.019708, -0.959026, -0.778667], [0.519341, 0.647134, 1.073245], [-1.198434, -1.366575, 0.812391], [0.864488, 0.969652, -1.457616], [-0.518101, 1.497294, 0.863178]], "forces_ev_per_angstrom": [[1.0331, 1.1865, 0.6976], [2.0813, 2.4092, -1.3544], [-0.7333, -1.3049, -1.7998], [-0.7635, 0.3698, 1.5889], [-2.0949, -1.6322, 1.5738], [0.1795, -0.8612, -1.0102], [0.2978, -0.1671, 0.3041]], "spin_multiplicity": 3, "e_lumo_ev": [0.71, -0.61], "energy_ev": -14441.588, "orbital_gap_ev": [6.6, 9.3], "de_lowest_ev": 3.4120}